The following is a quantum chemistry calculation of a 2-piece molecular cluster, C3H8N2 overall in a non-equilibrium geometry, from OMol25.

Atoms and positions in Å:
C  -0.857  -2.298  -0.119
C  -1.382  -1.226  -0.685
N  -2.596  -1.089  -1.333
H  -1.385  -3.256  -0.165
H  -0.036  -2.375  0.575
H  -0.834  -0.307  -0.468
H  -3.418  -1.512  -0.962
H  -2.780  -0.258  -1.856
C  3.078  2.172  1.028
N  1.839  2.419  1.029
H  3.656  1.845  1.889
H  3.549  2.295  0.058
H  1.453  2.303  1.955

Results
* LUMO energy: 1.09 eV
* HOMO level: -8.3 eV
* relative energy (zero: lowest compared OMol25 entry of this formula, charge and spin): 64.67 kcal/mol
* SMILES string: C=CN.C=N

Partial atomic charges computed with the Mulliken method, in multiples of e:
1 C -0.81
2 C 0.13
3 N -0.45
4 H 0.23
5 H 0.24
6 H 0.25
7 H 0.19
8 H 0.22
9 C -0.24
10 N -0.47
11 H 0.23
12 H 0.25
13 H 0.24

=====

The following is a quantum chemistry calculation of C12H36KO10P as an isolated structure in a non-equilibrium geometry, from OMol25.

Atoms and positions in Å:
K  0.315  0.190  0.735
P  -0.291  -2.282  2.482
O  -0.619  -3.302  3.616
O  0.626  -1.168  3.076
O  -1.560  -1.464  2.125
O  0.371  -2.979  1.220
C  -2.849  -1.437  -2.383
C  -2.264  -1.882  -1.052
O  -2.400  -0.815  -0.155
H  -3.822  -0.977  -2.208
H  -2.905  -2.207  -3.152
H  -2.236  -0.662  -2.842
H  -1.217  -2.186  -1.060
H  -2.746  -2.790  -0.691
H  -2.178  -1.106  0.732
C  -1.742  2.332  -1.463
C  -3.009  2.441  -0.649
O  -3.870  1.369  -0.978
H  -2.019  2.424  -2.513
H  -1.237  1.371  -1.363
H  -1.113  3.184  -1.207
H  -3.540  3.353  -0.917
H  -2.768  2.395  0.414
H  -3.338  0.574  -0.903
C  4.687  -0.720  0.438
C  3.763  -1.228  1.572
O  2.883  -0.213  2.069
H  4.097  -0.396  -0.419
H  5.365  -1.538  0.193
H  5.339  0.073  0.803
H  4.331  -1.650  2.401
H  3.201  -2.106  1.256
H  2.190  -0.751  2.459
C  -3.641  2.280  3.892
C  -3.493  1.147  2.839
O  -2.116  0.944  2.520
H  -3.617  3.270  3.436
H  -2.823  2.247  4.611
H  -4.552  2.213  4.487
H  -4.041  1.343  1.917
H  -3.877  0.231  3.286
H  -2.043  0.006  2.325
C  3.293  2.275  -1.965
C  2.659  2.721  -0.612
O  1.284  2.583  -0.595
H  4.377  2.391  -1.961
H  2.829  2.887  -2.739
H  3.035  1.231  -2.139
H  2.857  3.769  -0.390
H  3.026  2.190  0.266
H  0.920  3.470  -0.570
C  2.169  -2.352  -3.220
C  1.639  -2.907  -1.877
O  1.606  -1.912  -0.892
H  3.143  -1.917  -2.997
H  1.450  -1.625  -3.598
H  2.381  -3.073  -4.010
H  2.224  -3.734  -1.473
H  0.628  -3.251  -2.094
H  1.239  -2.275  -0.082

Results
* LUMO energy: 3.83 eV
* HOMO level: 0.3 eV
* total charge: -2
* relative energy (zero: lowest compared OMol25 entry of this formula, charge and spin): 39.29 kcal/mol

Partial atomic charges computed with the Mulliken method, in multiples of e:
1 K 0.83
2 P 0.16
3 O -0.93
4 O -0.82
5 O -0.77
6 O -0.81
7 C -1.49
8 C 0.54
9 O -0.26
10 H 0.38
11 H 0.40
12 H 0.26
13 H -0.12
14 H 0.37
15 H 0.19
16 C -0.56
17 C -0.18
18 O -0.62
19 H 0.29
20 H 0.03
21 H 0.12
22 H 0.39
23 H 0.11
24 H 0.32
25 C -0.88
26 C -0.12
27 O -0.53
28 H -0.07
29 H 0.41
30 H 0.34
31 H 0.36
32 H 0.17
33 H 0.34
34 C -1.25
35 C -0.22
36 O -0.38
37 H 0.27
38 H 0.29
39 H 0.36
40 H 0.25
41 H 0.36
42 H 0.40
43 C -0.94
44 C -0.35
45 O -0.29
46 H 0.34
47 H 0.35
48 H 0.08
49 H 0.44
50 H 0.26
51 H 0.19
52 C -1.18
53 C -0.18
54 O -0.15
55 H 0.25
56 H 0.24
57 H 0.38
58 H 0.35
59 H 0.20
60 H 0.06

=====

The following is a quantum chemistry calculation of a 2-piece molecular cluster, C3H6N4 overall in a non-equilibrium geometry, from OMol25.

Atoms and positions in Å:
C  1.075  0.514  -1.312
C  -0.184  -0.482  0.148
N  1.244  -0.449  0.485
C  -0.852  -1.614  -0.170
N  -0.833  0.611  0.777
N  -1.960  0.899  0.333
N  1.255  1.699  -1.350
H  1.694  -1.353  0.423
H  1.514  0.108  1.292
H  -2.296  1.724  0.856
H  1.607  2.429  -0.749
H  -0.338  -2.505  -0.488
H  -1.925  -1.581  -0.245

Results
* LUMO energy: -0.01 eV
* HOMO level: -8.7 eV
* relative energy (zero: lowest compared OMol25 entry of this formula, charge and spin): 121.22 kcal/mol

Partial atomic charges computed with the Mulliken method, in multiples of e:
1 C 0.08
2 C 0.64
3 N -0.40
4 C -0.94
5 N 0.00
6 N -0.57
7 N -0.38
8 H 0.21
9 H 0.27
10 H 0.25
11 H 0.26
12 H 0.26
13 H 0.32

=====

The following is a quantum chemistry calculation of a 2-piece molecular cluster, C6H15N2 overall in a non-equilibrium geometry, from OMol25.

Atoms and positions in Å:
C  1.832  1.341  -0.762
C  -2.360  0.953  1.005
C  0.800  -1.995  0.817
C  1.626  -0.187  -0.760
C  -1.915  0.713  -0.472
C  0.683  -0.607  0.357
N  -1.577  -1.485  -1.157
N  -1.133  -0.501  -0.585
H  1.454  1.911  0.040
H  2.884  1.639  -0.856
H  1.347  1.832  -1.708
H  -2.734  0.112  1.357
H  -1.516  1.428  1.702
H  -3.036  1.795  1.131
H  -0.094  -2.403  0.873
H  1.357  -1.836  1.730
H  1.379  -2.460  0.041
H  2.468  -0.779  -0.481
H  1.578  -0.739  -1.749
H  -1.192  1.438  -0.706
H  -2.905  0.505  -1.122
H  0.282  -0.042  1.201
H  -0.842  -2.193  -1.009

Results
* LUMO energy: -4.31 eV
* HOMO level: -14.8 eV
* total charge: +1
* relative energy (zero: lowest compared OMol25 entry of this formula, charge and spin): 126.75 kcal/mol

Partial atomic charges computed with the Mulliken method, in multiples of e:
1 C -1.31
2 C -1.22
3 C -1.74
4 C -0.38
5 C -0.22
6 C 0.24
7 N -0.77
8 N 0.61
9 H 0.39
10 H 0.37
11 H 0.29
12 H 0.42
13 H 0.28
14 H 0.38
15 H 0.58
16 H 0.38
17 H 0.44
18 H 0.50
19 H 0.45
20 H 0.23
21 H 0.36
22 H 0.45
23 H 0.28

=====

The following is a quantum chemistry calculation of one molecule with the formula C4H7NS in a non-equilibrium geometry, from OMol25.

Atoms and positions in Å:
C  1.485  -0.468  -0.585
C  0.358  -0.500  0.518
C  -0.456  0.794  0.584
C  -1.653  0.595  -0.310
N  -2.036  -0.593  -0.534
S  -0.931  -1.727  0.190
H  2.070  -1.383  -0.519
H  1.110  -0.326  -1.576
H  2.247  0.329  -0.469
H  0.784  -0.768  1.497
H  0.108  1.679  0.335
H  -0.882  0.920  1.571
H  -2.205  1.448  -0.702

Results
* LUMO energy: 0.90 eV
* HOMO level: -8.5 eV
* relative energy (zero: lowest compared OMol25 entry of this formula, charge and spin): 16.70 kcal/mol
* SMILES string: C[C@H]1CC=NS1

Partial atomic charges computed with the Mulliken method, in multiples of e:
1 C -1.26
2 C 0.09
3 C -0.65
4 C -0.07
5 N -0.46
6 S -0.04
7 H 0.34
8 H 0.36
9 H 0.34
10 H 0.35
11 H 0.33
12 H 0.29
13 H 0.38

=====

The following is a quantum chemistry calculation of one molecule with the formula C20H36N4O2S, from OMol25.

Atoms and positions in Å:
C  -1.023  -3.444  0.594
C  0.267  -2.724  0.238
O  1.109  -3.632  -0.439
C  2.319  -3.088  -0.906
C  3.389  -2.929  0.180
C  4.652  -2.235  -0.340
N  4.407  -0.860  -0.708
C  4.286  0.126  0.214
S  4.754  -0.122  1.788
N  3.840  1.333  -0.202
C  2.989  1.573  -1.356
C  3.077  3.094  -1.533
C  3.414  3.625  -0.129
C  3.461  2.369  0.744
C  2.090  2.007  1.328
C  1.036  1.877  0.227
N  -0.146  1.233  0.766
C  -1.325  1.272  0.060
O  -1.492  1.999  -0.898
N  -2.277  0.414  0.533
C  -3.646  0.469  0.061
C  -4.545  1.244  1.028
C  -5.974  1.295  0.497
C  -6.517  -0.115  0.282
C  -5.619  -0.889  -0.678
C  -4.189  -0.945  -0.147
C  1.574  1.108  -0.994
H  -1.707  -2.761  1.090
H  -0.808  -4.281  1.251
H  -1.492  -3.824  -0.308
H  0.753  -2.350  1.152
H  0.050  -1.861  -0.415
H  2.122  -2.119  -1.393
H  2.674  -3.789  -1.669
H  2.998  -2.338  1.010
H  3.650  -3.914  0.566
H  5.047  -2.755  -1.215
H  5.406  -2.235  0.450
H  4.035  -0.701  -1.631
H  3.349  1.054  -2.249
H  2.140  3.493  -1.918
H  3.867  3.344  -2.240
H  2.674  4.331  0.238
H  4.385  4.118  -0.128
H  4.201  2.430  1.544
H  1.779  2.756  2.056
H  2.196  1.054  1.852
H  0.709  2.867  -0.104
H  0.021  0.437  1.363
H  -2.133  -0.011  1.436
H  -3.604  0.997  -0.897
H  -4.153  2.255  1.153
H  -4.534  0.751  2.004
H  -5.986  1.836  -0.451
H  -6.610  1.836  1.201
H  -7.531  -0.065  -0.117
H  -6.560  -0.638  1.241
H  -5.622  -0.397  -1.653
H  -6.001  -1.903  -0.812
H  -3.546  -1.484  -0.845
H  -4.176  -1.479  0.807
H  0.889  1.250  -1.830
H  1.605  0.041  -0.752

Results
* LUMO energy: 0.66 eV
* HOMO level: -8.0 eV
* relative energy (zero: lowest compared OMol25 entry of this formula, charge and spin): 2.41 kcal/mol
* SMILES string: CCOCCCNC(=S)N1[C@@H]2CC[C@H]1C[C@H](NC(=O)NC1CCCCC1)C2

Partial atomic charges computed with the Mulliken method, in multiples of e:
1 C -1.35
2 C 0.31
3 O -0.40
4 C -0.49
5 C -0.03
6 C -1.35
7 N -0.08
8 C 0.37
9 S -0.35
10 N 0.06
11 C -0.57
12 C -1.02
13 C -0.91
14 C -0.43
15 C -1.24
16 C 0.28
17 N -0.20
18 C 0.47
19 O -0.71
20 N -0.08
21 C -0.31
22 C -0.77
23 C -0.68
24 C -0.66
25 C -0.76
26 C -0.49
27 C -0.02
28 H 0.26
29 H 0.40
30 H 0.32
31 H 0.21
32 H 0.08
33 H 0.26
34 H 0.31
35 H 0.12
36 H 0.36
37 H 0.45
38 H 0.42
39 H 0.32
40 H 0.58
41 H 0.35
42 H 0.42
43 H 0.37
44 H 0.36
45 H 0.60
46 H 0.38
47 H 0.39
48 H 0.14
49 H 0.38
50 H 0.33
51 H 0.36
52 H 0.33
53 H 0.33
54 H 0.33
55 H 0.36
56 H 0.33
57 H 0.31
58 H 0.37
59 H 0.34
60 H 0.22
61 H 0.29
62 H 0.63
63 H -0.61

=====

The following is a quantum chemistry calculation of an isolated ion of composition C3H7N and charge -1 in a non-equilibrium geometry, from OMol25.

Atoms and positions in Å:
C  0.773  -1.142  0.870
C  -0.126  -0.600  -0.175
C  -0.342  0.707  0.012
N  -0.705  1.511  -1.067
H  0.958  -0.410  1.659
H  0.470  -2.119  1.211
H  1.745  -1.418  0.343
H  -0.440  -1.263  -0.958
H  0.174  1.375  0.749
H  -1.242  2.370  -0.845
H  -1.266  0.990  -1.799

Results
* LUMO energy (alpha / beta): 5.23 / 5.05 eV
* multiplicity: 2
* HOMO level (alpha / beta): 2.4 / -1.7 eV
* total charge: -1
* relative energy (zero: lowest compared OMol25 entry of this formula, charge and spin): 35.72 kcal/mol

Partial atomic charges computed with the Mulliken method, in multiples of e:
1 C -0.99
2 C -0.09
3 C -0.69
4 N -0.46
5 H 0.22
6 H 0.25
7 H 0.10
8 H 0.37
9 H 0.02
10 H 0.16
11 H 0.10

=====

The following is a quantum chemistry calculation of a 2-piece molecular cluster, C4H12NO2 overall in a non-equilibrium geometry, from OMol25.

Atoms and positions in Å:
C  -1.181  0.895  1.147
C  -0.551  1.685  -0.054
N  0.813  1.150  -0.436
C  0.868  -0.255  -0.732
C  1.747  -0.886  0.401
O  2.736  -0.094  0.854
H  -2.237  1.302  1.434
H  -1.371  -0.123  0.993
H  -0.609  1.098  2.039
H  -0.562  2.836  0.105
H  -1.179  1.549  -0.977
H  1.632  1.310  0.204
H  -0.144  -0.675  -0.945
H  1.392  -0.369  -1.767
H  2.123  -1.954  0.029
H  0.968  -1.124  1.186
H  -1.805  -2.050  -0.467
H  -0.927  -1.853  -1.639
O  -1.713  -2.444  -1.376

Results
* LUMO energy: 3.78 eV
* HOMO level: -2.7 eV
* total charge: -1
* relative energy (zero: lowest compared OMol25 entry of this formula, charge and spin): 44.89 kcal/mol

Partial atomic charges computed with the Mulliken method, in multiples of e:
1 C -0.86
2 C -0.41
3 N -0.35
4 C -0.07
5 C -0.20
6 O -0.90
7 H 0.32
8 H 0.16
9 H 0.28
10 H 0.27
11 H 0.25
12 H 0.33
13 H -0.67
14 H 0.36
15 H 0.21
16 H 0.11
17 H 0.35
18 H 0.53
19 O -0.70